No. 1
17
Properties=species:S:1:pos:R:3:forces:R:3:nbo_charge:R:1 method="wB97M-V/def2-TZVPD" lumo_ev=-4.6 largest_force_ha_per_bohr=0.0903 de_lowest_kcal_mol=75.5 homo_ev=-12.52 homo_lumo_gap_ev=7.91 charge=+1
C 1.659 0.652 -1.007 1.15 -4.09 1.88 -0.41
C 1.764 -0.813 1.026 -1.27 -0.95 -2.20 -0.42
C -2.051 -0.108 -0.140 -2.86 1.88 0.86 0.56
N -2.310 1.005 0.518 1.04 0.47 -0.22 -0.72
N 1.222 -0.597 -0.342 -1.55 1.90 1.10 -0.65
O -3.071 -0.887 -0.426 3.75 -1.30 -0.71 -0.60
H 1.650 1.448 -0.390 -0.62 2.73 2.22 0.19
H 2.657 0.512 -1.247 2.21 0.08 -0.91 0.19
H 1.117 0.749 -1.833 -2.21 0.90 -3.51 0.19
H 1.221 -0.152 1.718 0.28 -0.80 0.16 0.19
H 1.660 -1.919 1.050 -0.16 0.76 1.45 0.22
H 2.800 -0.613 1.000 1.39 0.45 0.49 0.19
H -0.957 -0.219 -0.390 -0.60 -1.09 -0.51 0.29
H -1.711 1.819 0.470 0.89 -0.49 0.06 0.44
H -3.101 1.264 1.071 -1.15 -0.59 -0.13 0.43
H 1.429 -1.376 -0.910 0.36 -0.79 -0.72 0.37
H -3.977 -0.765 -0.169 -0.67 0.94 0.67 0.54

No. 2
151
Properties=species:S:1:pos:R:3:forces:R:3:lowdin_spin:R:1 method="wB97M-V/def2-TZVPD" lumo_ev="0.3 / -1.4" largest_force_ha_per_bohr=0.0211 de_lowest_kcal_mol=6.9 multiplicity=2 homo_ev="-7.10 / -7.08" homo_lumo_gap_ev="7.36 / 5.63" s_squared=0.7582
Ca 0.182 -0.718 0.814 -0.89 0.59 0.16 0.07
C 2.251 -0.539 2.429 0.31 0.04 0.46 0.58
Si 2.072 1.126 3.223 0.14 -0.26 -0.07 0.07
C 0.232 1.451 3.484 -0.07 0.06 0.02 0.01
N -0.591 1.287 2.266 -0.02 -0.23 0.07 0.00
C -1.955 0.842 2.590 -0.07 -0.03 -0.09 0.00
C -2.720 1.827 3.478 -0.05 -0.10 0.05 0.00
C -2.430 3.279 3.069 -0.01 0.10 0.03 0.00
C -1.931 3.333 1.632 0.02 0.03 -0.13 0.00
C -0.649 2.512 1.442 0.11 0.10 -0.16 0.00
C 2.996 2.454 2.288 -0.02 0.03 0.01 0.00
C 4.104 2.119 1.507 0.00 0.05 0.01 0.00
C 4.953 3.098 1.009 0.00 0.01 0.01 0.00
C 4.702 4.434 1.278 0.08 0.04 -0.02 0.00
C 3.598 4.791 2.036 -0.03 0.01 0.01 0.00
C 2.759 3.808 2.538 0.03 -0.02 -0.02 0.00
C 2.872 0.968 4.912 -0.12 0.03 0.05 0.02
C 4.056 1.625 5.242 0.00 0.05 0.01 0.01
C 4.663 1.431 6.475 0.04 0.05 -0.03 0.00
C 4.094 0.574 7.402 -0.01 -0.04 0.08 0.00
C 2.916 -0.092 7.094 0.00 -0.01 -0.01 0.00
C 2.317 0.105 5.861 0.03 0.01 0.03 0.01
H 2.251 -1.371 3.124 0.04 -0.04 0.05 0.01
H 2.910 -0.724 1.588 -0.09 -0.03 -0.25 0.03
H 0.046 2.410 3.980 -0.01 0.01 0.03 0.00
H -0.077 0.681 4.197 0.00 -0.06 0.06 0.00
H -1.896 -0.145 3.054 -0.03 -0.01 0.03 0.00
H -2.483 0.715 1.636 -0.02 0.00 0.03 0.00
H -2.453 1.667 4.524 0.00 -0.01 0.01 0.00
H -3.787 1.609 3.397 0.02 -0.01 -0.01 0.00
H -1.678 3.715 3.731 0.01 0.00 -0.01 0.00
H -3.325 3.893 3.184 0.02 -0.01 -0.01 0.00
H -1.742 4.361 1.315 0.01 0.00 0.01 0.00
H -2.710 2.950 0.963 0.01 0.00 0.01 0.00
H 0.235 3.108 1.680 -0.04 0.03 -0.03 0.00
H -0.568 2.225 0.389 0.00 0.05 0.00 0.00
H 4.320 1.083 1.287 0.01 -0.11 0.00 0.00
H 5.806 2.816 0.407 0.04 -0.02 -0.03 0.00
H 5.362 5.199 0.891 0.01 0.00 -0.01 0.00
H 3.394 5.833 2.242 0.00 0.03 0.01 0.00
H 1.917 4.105 3.153 -0.06 0.01 0.05 0.00
H 4.516 2.299 4.531 0.02 0.03 -0.06 0.00
H 5.582 1.950 6.711 0.02 0.01 0.00 0.00
H 4.568 0.421 8.362 0.01 0.00 0.02 0.00
H 2.470 -0.770 7.810 -0.01 -0.02 0.02 0.00
H 1.409 -0.439 5.638 -0.06 -0.03 -0.03 0.00
C -3.020 -2.497 -0.110 0.00 0.03 0.06 0.00
C -1.923 -2.807 -1.080 -0.12 -0.06 -0.01 0.00
C -2.138 -3.776 -2.090 0.06 0.06 0.14 0.00
C -1.168 -4.005 -3.010 0.11 -0.03 -0.05 0.00
C 0.042 -3.269 -2.965 -0.02 -0.10 -0.13 0.00
C 1.095 -3.396 -3.906 0.00 0.05 0.07 0.00
Br 0.963 -4.647 -5.323 0.01 -0.03 -0.05 0.00
C 2.210 -2.617 -3.810 -0.03 0.04 0.05 0.00
C 2.332 -1.676 -2.772 0.12 -0.20 -0.39 0.00
Br 3.876 -0.589 -2.724 0.01 0.03 0.05 0.00
C 1.361 -1.499 -1.809 -0.24 0.15 0.17 0.00
O 1.435 -0.623 -0.858 0.64 -0.04 -0.56 0.00
C 0.186 -2.335 -1.928 -0.17 0.08 0.05 0.00
N -0.805 -2.129 -1.000 0.36 0.09 -0.03 0.00
H -3.443 -3.410 0.309 -0.02 0.00 -0.03 0.00
H -3.817 -1.952 -0.622 -0.04 0.02 -0.02 0.00
H -2.656 -1.883 0.717 -0.01 -0.04 -0.03 0.00
H -3.065 -4.330 -2.102 -0.05 -0.02 0.00 0.00
H -1.307 -4.747 -3.784 0.00 0.00 -0.02 0.00
H 3.006 -2.709 -4.533 0.02 -0.01 -0.03 0.00
C -0.906 -2.419 4.554 -0.03 -0.06 -0.03 0.01
Ge -0.186 -2.903 2.757 0.14 -0.28 0.32 0.10
C 1.402 -3.992 3.278 0.02 0.00 0.03 0.00
C 2.611 -3.911 2.590 0.03 0.07 -0.11 0.00
C 3.707 -4.689 2.935 0.00 0.00 0.01 0.00
C 3.614 -5.575 3.996 0.04 -0.02 0.00 0.00
C 2.421 -5.680 4.694 0.04 -0.05 0.04 0.00
C 1.333 -4.899 4.334 -0.10 0.03 0.02 0.00
C -1.470 -4.313 2.169 0.04 -0.10 -0.11 0.03
C -2.716 -4.394 2.735 -0.04 -0.02 0.04 0.01
C -3.683 -5.329 2.298 0.00 0.05 0.07 0.00
C -3.393 -6.196 1.288 0.05 -0.04 -0.04 0.01
C -2.114 -6.172 0.675 -0.13 -0.11 -0.04 0.00
C -1.781 -7.087 -0.356 -0.05 0.03 0.05 0.00
C -0.548 -7.069 -0.936 0.06 0.03 -0.05 0.00
C 0.410 -6.120 -0.520 -0.07 0.03 -0.05 0.00
C 0.108 -5.228 0.466 0.00 0.07 0.01 0.00
C -1.158 -5.227 1.109 0.12 0.14 0.05 0.00
H -1.099 -3.309 5.151 -0.01 -0.05 0.04 0.00
H -1.831 -1.845 4.508 -0.07 0.04 -0.02 0.00
H -0.166 -1.820 5.082 0.06 0.07 0.04 0.00
H 2.704 -3.232 1.746 -0.01 0.00 0.01 0.00
H 4.629 -4.603 2.376 0.04 0.01 -0.02 0.00
H 4.464 -6.184 4.274 0.02 -0.02 0.01 0.00
H 2.336 -6.377 5.517 -0.01 -0.03 0.04 0.00
H 0.407 -5.014 4.885 -0.04 0.00 0.02 0.00
H -2.988 -3.726 3.542 -0.01 0.05 0.06 0.00
H -4.654 -5.357 2.775 -0.04 0.01 0.02 0.00
H -4.121 -6.923 0.952 -0.04 -0.03 -0.02 0.00
H -2.524 -7.811 -0.667 -0.04 -0.03 -0.01 0.00
H -0.302 -7.776 -1.717 0.01 -0.03 -0.03 0.00
H 1.385 -6.098 -0.988 0.06 -0.01 -0.03 0.00
H 0.855 -4.511 0.778 0.00 0.00 -0.02 0.00
C -3.751 5.313 -2.596 -0.02 0.06 0.02 0.00
C -4.220 4.051 -1.858 -0.03 0.01 0.05 0.00
C -3.411 2.816 -2.271 -0.01 -0.13 0.00 0.00
C -1.959 3.200 -2.571 0.05 0.13 -0.05 0.00
C -1.919 4.103 -3.821 0.13 -0.01 0.01 0.00
C -3.195 4.945 -3.964 -0.02 0.02 -0.04 0.00
P -0.804 1.755 -2.407 -0.08 -0.06 0.11 0.00
C 0.896 2.478 -2.568 0.12 0.02 0.01 0.00
C 1.478 2.815 -3.951 -0.05 -0.04 -0.02 0.00
C 2.765 3.657 -3.839 0.01 0.05 -0.06 0.00
C 3.451 3.466 -2.493 0.07 -0.02 0.01 0.00
C 2.541 3.952 -1.361 -0.07 0.02 0.01 0.00
C 1.061 3.718 -1.680 -0.05 0.00 -0.06 0.00
C -0.997 0.623 -3.865 0.11 -0.06 -0.12 0.00
C -0.920 1.133 -5.328 0.06 0.07 -0.02 0.00
C -2.289 1.154 -6.001 0.02 0.07 -0.04 0.00
C -2.860 -0.261 -6.121 -0.05 -0.02 -0.06 0.00
C -2.475 -1.119 -4.908 0.04 -0.08 0.05 0.00
C -2.261 -0.234 -3.685 -0.05 0.04 0.01 0.00
H -2.968 5.816 -2.020 0.03 0.01 0.00 0.00
H -4.570 6.028 -2.682 -0.01 0.00 -0.01 0.00
H -5.278 3.874 -2.059 -0.03 -0.01 -0.01 0.00
H -4.131 4.203 -0.779 0.00 0.01 0.02 0.00
H -3.852 2.369 -3.166 -0.02 0.01 0.00 0.00
H -3.462 2.049 -1.492 0.01 0.01 -0.02 0.00
H -1.632 3.811 -1.718 0.00 0.00 0.02 0.00
H -1.781 3.510 -4.722 0.00 -0.02 -0.04 0.00
H -1.054 4.767 -3.752 0.01 -0.01 0.00 0.00
H -3.952 4.381 -4.516 -0.03 -0.02 -0.01 0.00
H -2.986 5.836 -4.559 0.00 0.02 0.00 0.00
H 1.515 1.681 -2.137 -0.04 0.01 0.01 0.00
H 0.749 3.373 -4.543 0.04 0.01 0.03 0.00
H 1.681 1.889 -4.491 0.02 -0.02 -0.01 0.00
H 2.518 4.718 -3.955 0.00 0.01 0.01 0.00
H 3.440 3.410 -4.661 0.00 0.00 0.02 0.00
H 4.402 4.002 -2.469 0.02 0.01 0.00 0.00
H 3.690 2.410 -2.353 -0.01 -0.03 -0.01 0.00
H 2.713 5.015 -1.172 -0.02 0.03 0.00 0.00
H 2.789 3.429 -0.438 0.03 -0.02 0.01 0.00
H 0.640 4.579 -2.209 0.00 0.02 -0.01 0.00
H 0.505 3.633 -0.749 -0.08 -0.01 0.09 0.00
H -0.142 -0.054 -3.716 -0.04 0.04 0.04 0.00
H -0.268 0.461 -5.895 -0.01 -0.04 -0.02 0.00
H -0.449 2.109 -5.394 -0.07 -0.06 -0.01 0.00
H -2.216 1.618 -6.987 0.00 0.00 -0.01 0.00
H -2.967 1.786 -5.420 -0.04 0.00 0.03 0.00
H -2.490 -0.728 -7.037 0.00 -0.02 0.00 0.00
H -3.948 -0.213 -6.216 0.00 0.01 0.00 0.00
H -1.549 -1.666 -5.109 0.04 -0.02 0.00 0.00
H -3.238 -1.874 -4.713 -0.02 -0.01 0.01 0.00
H -2.177 -0.814 -2.770 0.03 -0.12 0.08 0.00
H -3.139 0.405 -3.561 -0.02 0.00 0.03 0.00

No. 3
12
Properties=species:S:1:pos:R:3:forces:R:3:nbo_charge:R:1 method="wB97M-V/def2-TZVPD" lumo_ev=0.7 largest_force_ha_per_bohr=0.0225 de_lowest_kcal_mol=46.8 homo_ev=-10.26 homo_lumo_gap_ev=10.98
N -1.459 -1.529 -1.300 -0.23 0.85 0.75 -0.34
C -1.690 -0.673 -0.553 0.22 -0.75 -0.65 0.27
C -1.072 1.264 0.766 -0.10 -0.12 -0.03 -0.28
C -1.994 0.386 0.372 0.09 0.17 0.09 -0.35
C 1.956 -0.896 -0.614 -0.08 0.12 0.06 -0.03
N 1.921 0.157 0.093 0.24 -0.32 -0.17 -0.63
H -0.038 1.200 0.430 -0.25 0.00 0.06 0.25
H -1.341 2.051 1.466 0.00 -0.12 -0.10 0.20
H -3.020 0.420 0.728 0.12 0.01 -0.07 0.24
H 1.037 -1.245 -1.090 0.14 0.05 0.05 0.19
H 2.857 -1.497 -0.783 -0.08 0.11 0.07 0.15
H 2.843 0.362 0.486 -0.07 -0.01 -0.05 0.34

No. 4
18
Properties=species:S:1:pos:R:3:forces:R:3:nbo_charge:R:1 method="wB97M-V/def2-TZVPD" lumo_ev="-1.1 / -1.1" largest_force_ha_per_bohr=0.0120 de_lowest_kcal_mol=100.4 homo_ev="-7.81 / -7.79" homo_lumo_gap_ev="6.76 / 6.73"
C -1.009 -1.620 0.297 0.43 -0.12 -0.03 0.17
C -1.464 1.254 -0.820 -0.04 -0.01 -0.11 -0.76
C -0.444 0.161 -1.002 0.33 0.04 0.45 0.47
O -0.090 -2.466 0.217 -0.27 0.26 0.02 -0.61
O 0.012 -0.199 -2.038 -0.05 -0.01 -0.01 -0.55
H 1.057 -1.860 0.477 -0.04 0.09 0.00 0.51
H -1.873 -1.726 -0.371 0.05 0.02 -0.02 0.15
H -1.123 -0.995 1.186 0.04 0.03 0.00 0.17
H -2.070 1.085 0.070 0.01 -0.01 -0.01 0.23
H -0.910 2.186 -0.676 -0.01 -0.04 -0.01 0.25
H -2.091 1.350 -1.710 0.01 0.01 0.04 0.23
C 1.543 0.067 0.372 -0.03 -0.36 -0.50 0.63
C 0.771 0.701 1.456 -0.37 -0.17 0.35 0.28
O 2.213 0.926 -0.408 -0.16 -0.17 0.20 -0.65
O 1.895 -1.163 0.342 -0.09 0.30 -0.01 -0.65
O 0.326 0.089 2.409 0.22 0.22 -0.44 -0.53
H 2.630 0.423 -1.125 -0.04 -0.03 0.06 0.51
H 0.628 1.787 1.322 0.01 -0.04 0.01 0.14